(1)
Computed, not measured: one molecule with the formula C2H3ClF2S in a non-equilibrium geometry, with ωB97M-V/def2-TZVPD.

Properties
* orbital gap: 9.991 eV
* E_HOMO: -9.960 eV
* F_max: 3.07 eV/Å
* SMILES string: FC(F)(Cl)CS

Atoms and positions in Å:
Cl  -2.375  1.088  -0.370
S  1.906  -0.507  -0.539
F  -0.890  -1.156  -0.784
F  -1.115  -0.685  1.289
C  0.433  0.522  -0.073
C  -0.821  -0.204  0.111
H  0.761  1.112  0.812
H  0.292  1.224  -0.948
H  1.809  -1.394  0.502



(2)
Computed, not measured: a 2-piece molecular cluster, C2H3ClFN overall in a non-equilibrium geometry, with ωB97M-V/def2-TZVPD.

Properties
* orbital gap: 9.022 eV
* E_HOMO: -9.371 eV
* F_max: 3.65 eV/Å

Atoms and positions in Å:
Cl  2.910  1.500  0.154
F  -2.092  1.505  -0.327
N  -0.920  -0.244  0.006
C  -0.282  -1.348  -0.086
C  -1.317  0.813  0.500
H  0.771  -1.118  -0.365
H  -0.686  -2.353  0.217
H  1.616  1.245  -0.099



(3)
Computed, not measured: one molecule with the formula C2H3ClFP in a non-equilibrium geometry, with ωB97M-V/def2-TZVPD.

Properties
* orbital gap (spin up / spin down): 7.576 / 7.886 eV
* E_HOMO (spin up / spin down): -8.381 / -8.427 eV
* F_max: 2.81 eV/Å

Atoms and positions in Å:
Cl  -0.398  -2.238  -0.093
P  -1.540  0.568  0.522
F  -1.447  1.781  -0.570
C  0.978  0.052  0.421
C  -0.139  -0.500  -0.344
H  -0.132  -0.278  -1.412
H  1.240  -0.350  1.380
H  1.439  0.965  0.095



(4)
Computed, not measured: a 2-piece molecular cluster, C2H3ClINO2 overall in a non-equilibrium geometry, with ωB97M-V/def2-TZVPD.

Properties
* orbital gap: 8.118 eV
* E_HOMO: -9.650 eV
* F_max: 2.71 eV/Å
* SMILES string: O=[N+]([O-])I.C=CCl

Atoms and positions in Å:
I  -0.105  0.704  -2.756
Cl  -0.394  2.464  0.714
O  1.528  -0.729  -0.995
O  -0.317  -1.845  -1.317
N  0.463  -0.957  -1.490
C  -0.590  -0.206  1.055
C  0.160  0.922  1.190
H  -1.571  -0.139  0.620
H  -0.400  -1.244  1.334
H  1.227  1.030  1.644



(5)
Computed, not measured: C2H3ClN2 as an isolated structure in a non-equilibrium geometry, with ωB97M-V/def2-TZVPD.

Properties
* orbital gap (spin up / spin down): 5.956 / 7.244 eV
* E_HOMO (spin up / spin down): -5.797 / -10.141 eV
* F_max: 7.24 eV/Å
* 2S+1: 3

Atoms and positions in Å:
Cl  2.666  1.007  0.137
N  1.271  -1.351  0.444
N  1.735  -0.316  -0.581
C  0.495  -0.497  -0.011
C  -1.394  0.230  0.003
H  -1.670  0.079  1.029
H  -1.870  -0.403  -0.723
H  -1.232  1.251  -0.298



(6)
Computed, not measured: C2H3ClN2O6S as an isolated structure in a non-equilibrium geometry, with ωB97M-V/def2-TZVPD.

Properties
* orbital gap: 9.165 eV
* E_HOMO: -9.572 eV
* F_max: 3.82 eV/Å

Atoms and positions in Å:
Cl  -1.123  1.989  3.568
S  -1.405  0.417  0.561
O  -1.433  -0.948  3.789
O  -1.815  4.081  0.279
O  -1.365  -1.187  1.576
O  -2.855  2.407  1.120
O  -2.612  0.213  -0.155
O  -1.006  2.070  0.075
N  -1.481  -0.459  2.692
N  -1.938  2.929  0.550
C  -1.516  0.831  2.387
C  0.093  -0.146  -0.246
H  0.354  -0.951  0.279
H  -0.195  -0.162  -1.234
H  0.760  0.633  -0.275



(7)
Computed, not measured: one molecule with the formula C2H3ClNOP in a non-equilibrium geometry, with ωB97M-V/def2-TZVPD.

Properties
* orbital gap: 9.799 eV
* E_HOMO: -9.995 eV
* F_max: 8.15 eV/Å
* SMILES string: C[P@](=O)(Cl)C#N

Atoms and positions in Å:
Cl  -3.070  -0.381  -1.078
P  -1.786  0.629  0.028
O  -2.485  1.226  1.671
N  -1.575  3.201  -1.253
C  -0.015  0.105  0.108
C  -1.652  2.133  -0.856
H  -0.021  -0.023  1.174
H  0.379  1.098  -0.081
H  0.210  -0.653  -0.609



(8)
Computed, not measured: a 2-piece molecular cluster, C2H3ClNP overall in a non-equilibrium geometry, with ωB97M-V/def2-TZVPD.

Properties
* orbital gap: 8.041 eV
* E_HOMO: -8.512 eV
* F_max: 4.73 eV/Å
* SMILES string: [H]/N=c1/cp1.Cl

Atoms and positions in Å:
Cl  -3.324  0.998  0.248
P  2.330  1.096  0.218
N  0.902  -1.152  -1.216
C  1.313  -0.309  -0.372
C  0.959  0.343  0.875
H  -3.936  -0.048  0.651
H  0.503  0.327  1.780
H  1.253  -1.255  -2.185



(9)
Computed, not measured: one molecule with the formula C2H3ClO2 in a non-equilibrium geometry, with ωB97M-V/def2-TZVPD.

Properties
* orbital gap: 10.721 eV
* E_HOMO: -10.599 eV
* F_max: 5.44 eV/Å
* SMILES string: CC(=O)OCl

Atoms and positions in Å:
Cl  -2.804  -0.296  0.941
O  -1.128  -0.536  0.812
O  -0.859  1.203  -0.782
C  -0.318  0.349  -0.118
C  1.034  -0.131  -0.138
H  1.340  -0.848  0.618
H  1.557  0.749  -0.067
H  1.179  -0.491  -1.266



(10)
Computed, not measured: a 2-piece molecular cluster, C2H3ClO2 overall, with ωB97M-V/def2-TZVPD.

Properties
* orbital gap: 11.061 eV
* E_HOMO: -10.568 eV
* F_max: 0.64 eV/Å
* SMILES string: O=CCl.C=O

Atoms and positions in Å:
Cl  -2.905  1.526  -1.565
O  -0.719  -0.922  -0.847
O  -0.883  3.103  -1.843
C  0.216  -1.066  -0.120
C  -1.428  2.318  -1.147
H  1.248  -0.834  -0.429
H  0.114  -1.439  0.913
H  -1.077  1.987  -0.163



What are the energy above the lowest of the compared OMol25 structures with the same formula, charge and spin values for these records? In order: 11.9 51.5 39.7 9.6 110.6 83.7 68.1 43.9 48.1 28.9 kcal per mole.